[1]
Entry from the OMol25 dataset: C22H60Li3N5O6 as an isolated structure in a non-equilibrium geometry (ωB97M-V with the def2-TZVPD basis set).

Its HOMO energy (spin up / spin down) is -6.8 / -11.1 eV. The HOMO-LUMO gap (spin up / spin down) is 4.574 / 8.241 eV. The largest force on an atom comes out at 3.4 eV Å⁻¹. Its charge is +1. The multiplicity is 2.

The geometry in XYZ format:
```
96
C22H60Li3N5O6, DFT ωB97M-V with the def2-TZVPD basis set
Li 0.952 -1.107 -1.707
Li 3.128 0.679 -0.623
Li 2.993 -2.188 0.330
C -0.194 1.062 0.163
C 0.366 -0.120 1.008
O 1.535 -0.512 0.344
H -0.379 0.922 -0.902
H 0.316 1.988 0.426
H -1.194 1.098 0.594
H -0.415 -0.880 0.987
H 0.517 0.171 2.047
C 0.677 -4.267 1.199
C 1.565 -3.826 2.304
C 1.562 -4.638 3.638
O 2.654 -4.143 4.441
C 2.843 -4.914 5.690
N 2.918 -3.635 1.858
H 0.498 -3.337 0.658
H -0.360 -4.277 1.535
H 1.058 -5.021 0.510
H 1.352 -2.796 2.589
H 1.723 -5.690 3.406
H 0.608 -4.554 4.158
H 1.867 -5.231 6.058
H 3.308 -4.244 6.413
H 3.455 -5.794 5.496
H 3.372 -4.528 1.985
H 3.520 -3.097 2.463
C -3.123 -3.042 1.782
C -2.537 -3.744 3.066
C -3.057 -3.285 4.464
O -3.316 -1.860 4.470
C -2.150 -1.145 4.469
N -2.587 -5.163 2.947
H -2.644 -3.489 0.911
H -2.944 -1.979 1.941
H -4.201 -2.881 1.806
H -1.551 -3.280 3.086
H -2.529 -3.669 5.336
H -3.928 -3.908 4.668
H -1.580 -1.342 5.378
H -2.430 -0.092 4.481
H -1.550 -1.257 3.566
H -1.663 -5.543 3.091
H -2.805 -5.360 1.981
C -0.236 -2.616 -4.522
C -0.534 -1.170 -4.091
C -1.747 -0.552 -4.893
O -2.843 -1.485 -4.714
C -4.011 -1.217 -5.495
N -0.832 -1.172 -2.624
H -1.191 -3.122 -4.667
H 0.398 -3.126 -3.797
H 0.245 -2.610 -5.500
H 0.360 -0.547 -4.065
H -1.433 -0.429 -5.929
H -1.961 0.479 -4.612
H -3.897 -0.809 -6.499
H -4.636 -0.433 -5.066
H -4.689 -2.071 -5.514
H -1.571 -1.832 -2.432
H -1.228 -0.253 -2.488
C -1.857 3.864 -5.598
C -1.216 4.301 -4.283
C -2.096 5.142 -3.332
O -1.347 5.778 -2.299
C -2.141 6.373 -1.245
N -1.002 3.009 -3.737
H -2.760 3.277 -5.428
H -1.209 3.236 -6.209
H -2.236 4.664 -6.233
H -0.287 4.829 -4.499
H -2.772 4.356 -2.996
H -2.780 5.881 -3.748
H -3.014 5.760 -1.021
H -2.416 7.408 -1.447
H -1.461 6.419 -0.394
H -0.828 3.159 -2.754
H -0.147 2.608 -4.094
C 4.697 2.223 1.583
C 3.404 2.722 1.023
C 2.990 4.079 1.557
O 4.103 5.116 1.415
C 3.867 6.419 1.952
N 3.551 2.775 -0.439
H 4.552 1.523 2.406
H 5.305 3.106 1.777
H 5.292 1.642 0.878
H 2.696 1.983 1.397
H 2.752 4.032 2.619
H 2.103 4.211 0.936
H 4.615 6.949 1.363
H 3.894 6.515 3.037
H 2.866 6.797 1.744
H 2.769 3.326 -0.762
H 4.266 3.406 -0.773
```

[2]
Entry from the OMol25 dataset: a 7-piece molecular cluster, C22H60N2O10 overall in a non-equilibrium geometry (ωB97M-V with the def2-TZVPD basis set).

Its HOMO energy is -8.9 eV. The HOMO-LUMO gap is 9.425 eV. The largest force on an atom comes out at 14.5 eV Å⁻¹. Its structure (SMILES) is COCCNCCOC.COCCNCCOC.OCCO.CCO.CCO.CCO.CCO.

The geometry in XYZ format:
```
94
C22H60N2O10, DFT ωB97M-V with the def2-TZVPD basis set
C -2.163 3.285 4.812
O -2.472 1.988 5.278
C -2.684 1.102 4.172
C -1.311 0.532 4.010
N -1.171 -0.833 3.375
C 0.221 -1.219 3.137
C 0.088 -2.579 2.483
O 1.080 -3.285 2.350
C 2.167 -2.893 1.575
H -1.157 3.277 4.308
H -2.248 3.864 5.753
H -2.903 3.642 4.120
H -3.092 1.675 3.260
H -3.467 0.411 4.461
H -0.898 0.488 5.037
H -0.610 1.161 3.450
H -1.629 -1.576 3.904
H 0.723 -1.206 4.113
H 0.648 -0.433 2.486
H -0.301 -2.560 1.468
H -0.545 -3.143 3.189
H 2.505 -1.960 2.030
H 1.804 -2.753 0.563
H 2.939 -3.704 1.486
C 3.796 -5.389 -0.158
O 2.783 -4.651 -0.716
C 3.169 -3.909 -1.818
C 2.023 -3.139 -2.563
N 2.567 -2.174 -3.562
C 1.486 -1.394 -4.162
C 0.744 -0.370 -3.246
O 0.220 0.617 -3.682
C -0.945 0.343 -4.395
H 4.094 -6.211 -0.889
H 3.460 -6.022 0.731
H 4.686 -4.752 0.234
H 3.586 -4.648 -2.567
H 3.900 -3.172 -1.513
H 1.560 -2.504 -1.807
H 1.270 -3.801 -2.913
H 3.095 -2.628 -4.346
H 0.679 -2.085 -4.416
H 1.932 -0.881 -5.002
H 1.521 -0.078 -2.482
H 0.122 -0.952 -2.547
H -1.304 1.306 -4.833
H -1.726 0.082 -3.676
H -0.909 -0.396 -5.149
O -2.255 2.315 -0.688
C -2.200 0.907 -0.650
C -2.090 0.422 0.705
O -2.044 -0.974 0.808
H -1.509 2.671 -1.116
H -2.998 0.261 -1.067
H -1.348 0.533 -1.255
H -2.979 0.693 1.300
H -1.283 0.849 1.345
H -1.816 -1.063 1.791
C 1.221 1.060 0.026
C 2.486 0.871 0.725
O 2.843 2.073 1.244
H 0.442 1.460 0.725
H 0.782 0.106 -0.304
H 1.254 1.651 -0.887
H 3.291 0.756 0.068
H 2.491 0.170 1.599
H 3.640 2.291 0.768
C -0.894 5.166 2.102
C -0.382 3.930 1.594
O 0.518 3.370 2.517
H -1.404 5.090 3.096
H -1.502 5.624 1.325
H -0.231 5.991 2.288
H 0.170 4.079 0.767
H -1.264 3.284 1.483
H 1.172 2.922 2.018
C -1.909 -3.135 -2.340
C -1.308 -3.217 -1.049
O -0.402 -4.252 -0.968
H -2.649 -3.951 -2.586
H -1.230 -3.309 -3.234
H -2.368 -2.234 -2.592
H -2.085 -3.294 -0.268
H -0.791 -2.330 -0.895
H -0.668 -4.900 -0.369
C -1.316 4.997 -2.230
C -0.909 3.816 -2.998
O 0.027 3.146 -2.156
H -0.677 5.890 -2.459
H -1.467 4.913 -1.167
H -2.258 5.263 -2.535
H -0.303 3.984 -3.902
H -1.683 3.064 -3.267
H 0.579 2.591 -2.693
```

[3]
Entry from the OMol25 dataset: C22H60N2O20Y as an isolated structure in a non-equilibrium geometry (ωB97M-V with the def2-TZVPD basis set).

Its HOMO energy is -11.5 eV. The HOMO-LUMO gap is 8.952 eV. The largest force on an atom comes out at 3.0 eV Å⁻¹. Its charge is +1.

The geometry in XYZ format:
```
105
C22H60N2O20Y, DFT ωB97M-V with the def2-TZVPD basis set
Y -3.284 0.128 -0.141
O 0.894 0.338 0.077
C -0.426 0.380 -0.034
O -1.056 -0.161 -0.983
O -1.176 0.930 0.816
H 1.213 -0.032 -0.803
O -4.928 0.287 -4.106
C -4.478 0.194 -2.856
O -5.056 0.698 -1.862
O -3.402 -0.386 -2.553
H -4.237 -0.244 -4.555
C -0.275 -2.875 1.583
C -0.869 -2.654 2.961
C -0.325 -3.558 4.074
O -1.236 -3.461 5.151
C -0.879 -4.294 6.227
N -0.955 -1.224 3.269
H -0.248 -3.920 1.280
H 0.702 -2.432 1.390
H -0.949 -2.342 0.907
H -1.926 -2.943 2.881
H 0.660 -3.182 4.383
H -0.139 -4.576 3.721
H 0.112 -4.101 6.651
H -1.017 -5.354 6.006
H -1.517 -4.060 7.083
H 0.003 -0.825 3.305
H -1.110 -1.231 4.286
C 1.204 -2.664 -2.671
C 2.313 -1.729 -3.165
C 2.011 -1.167 -4.547
O 2.155 -2.182 -5.512
C 1.714 -1.758 -6.799
N 2.343 -0.606 -2.187
H 1.445 -3.038 -1.671
H 1.122 -3.492 -3.376
H 0.264 -2.138 -2.495
H 3.237 -2.311 -3.133
H 2.703 -0.345 -4.762
H 0.991 -0.762 -4.523
H 0.628 -1.627 -6.820
H 2.004 -2.539 -7.492
H 2.159 -0.784 -7.014
H 2.780 0.242 -2.560
H 3.072 -0.859 -1.503
C 3.478 -2.317 0.739
C 4.653 -1.342 0.676
O 4.708 -0.629 -0.573
O 3.788 -3.540 0.118
H 2.590 -1.846 0.309
H 3.272 -2.488 1.795
H 5.611 -1.848 0.824
H 4.575 -0.613 1.493
H 5.252 0.141 -0.380
H 4.067 -3.453 -0.797
C -3.024 3.555 -0.486
C -4.267 3.252 0.329
O -4.143 1.981 1.001
O -2.748 2.374 -1.218
H -2.220 3.618 0.260
H -3.121 4.450 -1.096
H -5.172 3.209 -0.279
H -4.365 4.065 1.052
H -4.387 2.190 1.907
H -2.215 2.607 -2.013
C 2.545 3.012 0.273
C 3.641 3.399 -0.682
O 3.225 4.303 -1.705
O 2.304 4.003 1.221
H 2.839 2.052 0.736
H 1.667 2.637 -0.266
H 4.073 2.506 -1.142
H 4.475 3.811 -0.106
H 3.418 5.193 -1.400
H 1.476 3.771 1.682
C -5.681 -1.023 2.051
C -4.345 -1.309 2.745
O -3.333 -0.486 2.188
O -5.511 -0.500 0.725
H -6.232 -0.333 2.698
H -6.275 -1.937 2.052
H -4.156 -2.356 2.481
H -4.380 -1.147 3.821
H -2.432 -0.744 2.577
H -6.343 -0.555 0.239
C 0.447 2.246 3.788
C 1.714 1.412 3.695
O 1.534 0.193 2.977
O 0.069 2.847 2.555
H 0.561 3.082 4.479
H -0.310 1.564 4.191
H 2.041 1.182 4.709
H 2.501 2.000 3.214
H 1.510 0.358 2.023
H -0.478 2.204 2.063
C 1.207 2.653 -4.036
C 0.214 2.065 -3.049
O -1.149 2.458 -3.350
O 2.552 2.419 -3.666
H 1.051 3.722 -4.232
H 1.105 2.301 -5.068
H 0.384 2.445 -2.042
H 0.192 0.978 -3.084
H -1.512 1.844 -3.994
H 2.822 3.023 -2.951
```

[4]
Entry from the OMol25 dataset: a 10-piece molecular cluster, C22H60O12S9 overall in a non-equilibrium geometry (ωB97M-V with the def2-TZVPD basis set).

Its HOMO energy is -8.7 eV. The HOMO-LUMO gap is 8.492 eV. The largest force on an atom comes out at 5.0 eV Å⁻¹.

The geometry in XYZ format:
```
103
C22H60O12S9, DFT ωB97M-V with the def2-TZVPD basis set
C -4.471 -4.155 3.982
C -5.242 -3.484 2.873
C -4.519 -2.801 1.727
O -4.536 -3.764 0.711
C -5.423 -4.703 0.952
O -5.654 -5.736 0.287
O -5.822 -4.575 2.205
H -5.027 -4.923 4.520
H -4.199 -3.324 4.632
H -3.548 -4.578 3.587
H -6.075 -2.861 3.197
H -3.474 -2.701 2.021
H -4.924 -1.867 1.337
C -6.002 2.718 -7.155
S -4.797 2.169 -5.886
O -5.693 1.841 -4.737
C -4.286 0.503 -6.356
H -5.658 3.327 -7.991
H -6.744 3.383 -6.713
H -6.318 1.758 -7.564
H -3.354 0.280 -5.836
H -3.933 0.581 -7.385
H -5.166 -0.136 -6.428
C 0.802 -7.701 -0.716
S -0.688 -8.130 -1.827
O -0.353 -9.130 -2.927
C -1.848 -8.925 -0.490
H 1.602 -7.355 -1.370
H 1.204 -8.452 -0.037
H 0.524 -6.857 -0.084
H -2.347 -8.122 0.053
H -1.340 -9.501 0.283
H -2.652 -9.364 -1.080
C 2.643 8.809 0.029
S 1.686 7.185 -0.193
O 1.988 6.737 -1.602
C 2.733 6.073 0.930
H 3.670 8.443 0.020
H 2.420 9.336 0.956
H 2.326 9.450 -0.793
H 2.356 5.051 0.978
H 2.731 6.450 1.953
H 3.741 6.031 0.516
C -0.517 -1.003 -1.552
S -0.252 0.448 -0.480
O 1.283 0.717 -0.530
C -0.852 1.684 -1.726
H -0.618 -1.929 -0.986
H 0.312 -1.124 -2.248
H -1.397 -1.034 -2.193
H -1.916 1.650 -1.962
H -0.330 1.601 -2.679
H -0.760 2.691 -1.319
C 8.905 1.223 0.281
S 7.847 0.959 -1.235
O 8.055 -0.435 -1.833
C 6.217 0.920 -0.347
H 8.710 0.287 0.804
H 8.434 1.963 0.928
H 9.980 1.214 0.099
H 5.746 1.740 0.194
H 6.260 0.093 0.362
H 5.503 0.473 -1.040
C 2.367 -2.084 4.253
S 0.919 -3.207 4.582
O 0.552 -3.936 3.272
C 2.011 -4.462 5.411
H 2.025 -1.528 3.381
H 3.255 -2.665 4.004
H 2.633 -1.598 5.192
H 2.881 -4.657 4.784
H 1.433 -5.358 5.641
H 2.371 -4.102 6.375
C -4.645 9.022 -2.309
S -3.401 8.575 -3.622
O -4.149 8.682 -4.919
C -3.262 6.690 -3.588
H -5.614 8.640 -2.632
H -4.682 10.110 -2.370
H -4.425 8.636 -1.313
H -2.854 6.362 -4.544
H -4.202 6.221 -3.297
H -2.644 6.518 -2.707
C 4.935 -4.069 -0.050
S 6.687 -4.086 0.656
O 6.653 -4.693 2.012
C 7.448 -5.423 -0.452
H 4.181 -4.714 0.400
H 4.951 -4.333 -1.108
H 4.695 -3.011 0.054
H 7.398 -5.173 -1.511
H 7.043 -6.428 -0.336
H 8.483 -5.530 -0.127
C -1.912 2.139 4.973
S -1.560 4.015 4.866
O -0.062 4.035 4.570
C -2.509 4.187 3.299
H -1.647 1.629 5.898
H -1.483 1.580 4.141
H -2.997 2.031 4.962
H -2.055 3.524 2.563
H -2.169 5.194 3.055
H -3.591 4.145 3.422
```

[5]
Entry from the OMol25 dataset: a 7-piece molecular cluster, C22H61N6O9 overall in a non-equilibrium geometry (ωB97M-V with the def2-TZVPD basis set).

Its HOMO energy is -4.0 eV. The HOMO-LUMO gap is 5.956 eV. The largest force on an atom comes out at 3.7 eV Å⁻¹. Its charge is -1.

The geometry in XYZ format:
```
98
C22H61N6O9, DFT ωB97M-V with the def2-TZVPD basis set
N -0.260 2.526 -2.279
O -0.285 3.560 -2.903
O 0.759 1.840 -2.262
O -1.289 2.125 -1.791
C -8.734 1.932 -5.418
C -7.507 1.659 -4.515
C -7.051 0.120 -4.595
O -8.208 -0.660 -4.165
C -8.032 -2.027 -4.327
N -6.308 2.371 -4.881
H -8.429 1.702 -6.439
H -9.171 2.930 -5.451
H -9.622 1.317 -5.275
H -7.776 1.850 -3.476
H -6.258 -0.090 -3.877
H -6.709 -0.278 -5.550
H -8.052 -2.375 -5.359
H -8.825 -2.564 -3.806
H -7.066 -2.315 -3.913
H -5.591 2.262 -4.178
H -6.588 3.334 -4.761
C -0.799 -6.111 -1.875
C -0.781 -4.882 -1.049
C 0.379 -4.825 0.032
O 0.202 -5.911 0.950
C 1.091 -5.960 2.062
N -0.670 -3.810 -1.948
H -1.836 -6.330 -2.132
H -0.455 -6.961 -1.286
H -0.145 -6.090 -2.746
H -1.755 -4.824 -0.562
H 0.252 -3.896 0.588
H 1.322 -4.867 -0.512
H 0.763 -6.649 2.840
H 1.216 -4.997 2.557
H 2.046 -6.386 1.755
H -0.647 -2.930 -1.452
H -1.479 -3.833 -2.552
C 2.159 5.966 3.376
C 3.146 5.001 3.988
C 2.674 3.997 5.071
O 3.869 3.440 5.615
C 3.539 2.722 6.792
N 3.688 4.243 2.854
H 1.672 6.517 4.181
H 1.355 5.406 2.899
H 2.603 6.572 2.587
H 3.977 5.623 4.319
H 2.097 3.177 4.642
H 2.027 4.416 5.841
H 4.481 2.316 7.161
H 2.792 1.958 6.576
H 3.129 3.330 7.598
H 2.950 3.693 2.438
H 4.380 3.672 3.318
C -5.056 3.964 5.825
C -3.941 3.194 4.993
C -3.701 1.791 5.669
O -3.120 1.829 6.971
C -2.878 0.602 7.568
N -4.383 3.183 3.627
H -5.907 3.295 5.954
H -5.359 4.902 5.360
H -4.619 4.136 6.809
H -3.057 3.812 5.154
H -3.123 1.093 5.064
H -4.642 1.250 5.768
H -2.416 0.726 8.548
H -2.300 -0.055 6.919
H -3.778 0.026 7.786
H -4.283 4.118 3.257
H -3.758 2.524 3.185
C 8.796 -0.360 -2.517
C 7.261 -0.293 -2.387
C 6.767 -1.111 -1.152
O 7.127 -0.532 0.081
C 6.393 -1.048 1.217
N 6.721 1.091 -2.275
H 9.148 0.103 -1.595
H 9.136 0.264 -3.344
H 9.203 -1.370 -2.559
H 6.923 -0.838 -3.268
H 7.095 -2.151 -1.156
H 5.679 -1.170 -1.159
H 5.403 -0.606 1.332
H 6.981 -0.825 2.107
H 6.274 -2.131 1.182
H 7.173 1.431 -1.438
H 5.839 0.977 -1.796
C 3.599 -4.280 -6.869
C 2.470 -3.633 -7.724
O 2.237 -2.306 -7.120
H 3.745 -5.316 -7.176
H 3.394 -4.344 -5.800
H 4.552 -3.786 -7.057
H 1.531 -4.184 -7.682
H 2.746 -3.533 -8.773
H 1.884 -2.450 -6.239
```